(1)
{"formula": "C38H50N5O6PS2Zr", "method": "ωB97M-V with the def2-TZVPD basis set", "total_charge": 2, "gap_ev": 5.8512, "e_above_lowest_kcal_mol": 12.7, "spin_multiplicity": 1, "max_force_ha_per_bohr": 0.004, "elements": ["H", "C", "H", "C", "H", "H", "H", "C", "H", "N", "H", "S", "C", "H", "N", "C", "H", "C", "C", "H", "H", "H", "H", "O", "O", "H", "H", "H", "H", "N", "C", "S", "C", "O", "N", "C", "H", "H", "H", "C", "H", "H", "Zr", "H", "C", "C", "C", "H", "C", "N", "O", "C", "H", "C", "H", "H", "H", "H", "C", "H", "P", "C", "C", "H", "H", "C", "O", "H", "H", "C", "H", "O", "C", "C", "H", "C", "H", "H", "C", "C", "C", "H", "H", "C", "H", "H", "H", "H", "C", "H", "C", "C", "C", "C", "H", "C", "C", "H", "H", "C", "C", "H", "H"], "coordinates": [[-1.21, -4.64, -4.57], [-4.03, 1.66, -0.76], [0.36, 0.79, 7.49], [-3.84, 2.72, 0.15], [-3.17, -3.31, -4.20], [-3.56, -5.19, -1.63], [2.96, 2.23, -2.38], [-4.16, -4.28, -1.66], [-0.62, -5.94, -3.55], [-4.85, 3.56, 0.47], [6.29, 5.00, 1.42], [-0.40, -0.12, -3.58], [-0.90, -4.08, -2.50], [-3.11, 0.04, -1.75], [-2.39, 0.46, 5.82], [-1.57, 1.98, 0.37], [-2.97, -3.21, -0.21], [4.18, 2.48, 2.31], [-2.98, 0.84, -1.05], [-4.70, 4.33, 1.10], [0.55, 2.47, 7.00], [-0.54, 2.75, -3.62], [-4.18, -1.24, -5.05], [3.74, -2.51, -2.28], [-1.73, -2.92, 2.12], [0.46, -4.66, 2.32], [-3.28, -0.26, -3.90], [0.49, 1.40, 4.89], [6.85, 3.55, 2.25], [-0.26, 1.25, 5.53], [0.38, 2.46, -4.10], [-1.45, 0.30, 3.35], [5.99, 4.20, 2.08], [1.00, 1.42, -1.14], [0.88, -2.54, -0.25], [-3.35, -3.06, -1.23], [4.95, 4.30, -0.42], [-0.60, 2.08, 0.82], [4.06, -1.85, -2.92], [-0.11, 1.61, 6.94], [2.88, 0.90, 3.77], [2.59, -5.53, 1.44], [-0.10, -0.46, -1.15], [-1.90, -2.20, -4.66], [4.44, 3.58, 0.20], [4.85, 3.41, 1.52], [1.22, 3.42, -4.65], [-1.36, -3.67, 2.60], [-1.29, -5.08, -3.58], [-1.75, 0.98, -0.51], [2.07, -1.05, -2.01], [2.71, -4.06, -0.11], [-3.99, -2.18, -1.15], [-0.95, -2.43, 1.20], [5.73, 4.63, 3.05], [0.12, -3.72, -2.70], [4.49, 2.34, 3.34], [-2.12, -0.11, 7.83], [1.64, 1.12, -0.07], [-4.99, 1.50, -1.24], [-1.94, -2.56, -2.30], [-2.41, 0.76, 7.25], [2.75, 1.71, -5.33], [-0.86, -4.56, -1.52], [1.41, 0.79, 2.78], [-1.36, 0.69, 5.00], [1.23, 0.03, 0.49], [3.67, 1.41, -5.83], [-5.01, -4.42, -0.99], [0.33, -3.12, 0.81], [-4.56, -4.17, -2.67], [-1.28, -1.44, 0.58], [3.39, 2.86, -0.34], [2.63, -2.09, -1.73], [3.67, -4.37, -0.50], [-1.47, 1.92, 7.53], [2.05, 3.62, -1.85], [-1.87, 2.83, 7.08], [2.06, -2.97, -0.67], [2.73, 1.91, 0.47], [2.12, -4.69, 0.97], [3.06, 3.80, -5.70], [3.77, 3.79, -2.22], [-3.74, -1.24, -4.05], [-1.39, 2.08, 8.60], [-3.43, 1.02, 7.53], [-4.56, -1.36, -3.34], [2.16, -0.31, -4.89], [3.14, 1.71, 1.82], [2.74, -0.30, 2.49], [1.91, 0.74, -4.80], [-2.57, 2.85, 0.72], [-2.71, -2.36, -3.95], [0.91, -4.20, 1.45], [0.94, 4.47, -4.60], [3.03, 3.13, -1.78], [0.73, 1.12, -4.17], [-2.31, -5.45, -3.46], [-3.20, 0.05, 5.38], [2.50, 0.73, 2.76], [2.41, 3.05, -5.26], [-2.36, 3.63, 1.44], [-5.75, 3.48, 0.04]]}

=====

(2)
{"formula": "C38H51AuN5P2S", "method": "ωB97M-V with the def2-TZVPD basis set", "total_charge": -1, "gap_ev": 6.3484, "spin_multiplicity": 1, "max_force_ha_per_bohr": 0.016, "elements": ["H", "C", "C", "C", "C", "H", "C", "C", "H", "H", "C", "H", "C", "H", "C", "N", "C", "H", "H", "H", "H", "H", "H", "H", "C", "H", "C", "H", "N", "C", "H", "H", "C", "C", "H", "H", "S", "H", "C", "H", "P", "C", "C", "H", "H", "H", "C", "H", "H", "H", "H", "H", "Au", "C", "H", "H", "H", "C", "H", "H", "C", "N", "H", "C", "H", "H", "H", "C", "N", "C", "H", "H", "C", "H", "C", "C", "H", "H", "H", "C", "H", "C", "H", "H", "C", "H", "H", "N", "C", "C", "H", "C", "C", "C", "P", "C", "H", "C"], "coordinates": [[-5.18, -1.15, -0.09], [-3.75, -0.58, 3.07], [-4.48, -2.38, 4.48], [2.79, -3.78, -0.62], [-1.72, -4.35, -2.18], [-0.17, -4.70, -0.73], [-1.14, 3.13, 2.48], [-1.35, -2.98, -0.23], [2.45, -4.77, -0.93], [4.44, 1.14, 0.89], [2.05, 3.32, -0.04], [2.07, 4.30, -0.53], [-1.45, 2.42, -1.13], [2.27, 4.08, 1.98], [-3.12, -2.43, -1.75], [3.12, -1.44, -1.43], [-0.87, 0.17, -3.67], [-0.52, 2.52, 5.76], [3.22, -0.04, 1.41], [-4.91, 0.46, 0.61], [-1.98, 5.07, -0.71], [-3.36, -3.55, 1.50], [-0.44, 2.02, -1.31], [5.13, -1.80, -1.78], [-4.14, -3.29, 3.48], [1.68, 1.41, -3.78], [-3.61, -2.83, 2.27], [-4.29, -4.35, 3.64], [0.96, -1.14, 0.17], [-1.68, 5.22, 1.39], [1.72, 1.68, 2.15], [3.30, 1.96, 2.88], [-3.41, -1.47, 2.05], [1.83, 0.36, -3.46], [-3.92, -1.78, -2.07], [3.80, 3.71, 1.17], [-0.62, 0.64, 3.72], [-1.93, -0.07, -3.73], [-4.29, -1.02, 4.27], [1.62, -2.74, -2.11], [-2.80, -0.71, 0.49], [-1.24, 5.19, 3.82], [4.70, -2.41, 0.23], [-0.83, 4.96, 5.90], [-4.53, -0.31, 5.05], [-0.27, -1.54, -2.53], [4.49, -1.46, -0.95], [-0.56, -1.31, -5.21], [2.90, 0.23, -3.27], [4.11, -2.06, 1.08], [-3.31, -3.70, -3.47], [4.36, -4.50, 0.70], [-0.31, -0.07, 1.41], [1.38, -0.56, -4.59], [2.14, -3.41, 0.18], [4.80, -0.45, -0.71], [2.11, 2.23, -1.88], [-0.12, -0.35, -4.90], [-4.50, 0.17, -1.08], [-3.57, 0.48, 2.92], [-1.35, 4.53, 2.58], [-1.20, 2.49, 1.28], [1.99, -0.36, -5.48], [-0.75, 3.08, 4.86], [4.88, -4.20, -0.96], [5.76, -2.41, 0.53], [3.26, -3.15, -2.64], [2.75, 1.98, 1.93], [1.10, 0.09, -2.23], [2.76, 3.37, 1.31], [-1.46, -5.20, -2.79], [-4.89, -2.74, 5.42], [4.24, -3.82, -0.15], [1.57, -1.59, -4.29], [2.66, -2.79, -1.79], [-0.84, 2.36, 3.67], [-1.40, 6.27, 3.86], [-0.75, -2.73, 0.64], [-0.85, -0.23, -1.52], [-1.01, -4.07, -1.02], [3.71, 2.60, -1.21], [-2.43, -2.16, -0.57], [-2.12, 1.57, -1.10], [-1.73, 3.08, -1.95], [2.68, 2.28, -0.96], [-1.87, 6.29, 1.44], [1.01, 3.05, 0.13], [2.74, 0.96, -0.35], [3.36, 0.95, 0.98], [-2.77, -3.51, -2.55], [-0.78, 1.26, -3.60], [-1.74, 4.55, 0.21], [-1.47, 3.16, 0.19], [-0.93, 4.47, 4.94], [1.88, -0.42, -0.80], [-0.26, -0.44, -2.41], [-0.25, 0.33, -5.74], [-4.52, -0.28, -0.09]]}

=====

| no. | E_LUMO (eV) |
| --- | --- |
| 1 | -6.29 |
| 2 | 2.71 |